DFT (the ωB97M-V functional and the def2-TZVPD basis) results for C5H14NO2P in the gas phase at a distorted geometry.

Structure (XYZ):
```
23
Properties=species:S:1:pos:R:3:nbo_charge:R:1
C 1.55 1.32 -0.19 -0.62
C 0.57 -0.32 2.97 -0.63
C -2.08 0.14 -2.37 0.25
C 1.46 -0.11 0.11 -0.21
C -0.34 0.01 1.80 -0.21
N 0.15 -0.40 0.54 -0.73
O -2.20 -0.12 -3.74 -0.73
O -0.90 -0.55 -1.99 -0.83
P -0.81 -1.45 -0.48 1.03
H 0.82 1.54 -0.95 0.21
H 1.20 1.87 0.64 0.20
H 2.54 1.59 -0.49 0.21
H 0.61 -1.40 3.26 0.22
H 1.54 -0.02 2.55 0.20
H 0.22 0.41 3.67 0.22
H -3.03 -0.27 -1.79 0.13
H -1.54 -0.87 -3.88 0.48
H -1.96 1.18 -2.30 0.15
H 1.68 -0.73 -0.74 0.21
H 2.16 -0.33 1.00 0.17
H -1.35 -0.40 1.71 0.20
H -0.54 1.04 1.80 0.17
H 0.25 -2.12 -1.10 -0.09
```

Calculated values
F_max   4.5 eV/A
SMILES   CCN(CC)POCO
HOMO-LUMO gap   0.362 hartree
Energy relative to the best compared isomer or geometry (same formula, charge and spin)   35.89 kcal per mole